Arrangement P

{
  "formula": "C2H3FO2S",
  "method": "ωB97M-V with the def2-TZVPD basis set",
  "homo_lumo_gap_ev": 9.38,
  "elements": ["S", "O", "F", "H", "H", "C", "C", "O", "H"],
  "xyz": [[1.49, 1.67, 3.18], [1.03, 0.78, 4.21], [-0.48, 1.02, 1.16], [0.76, 0.26, -1.14], [0.30, -1.44, -0.77], [0.36, -0.43, -0.45], [-0.27, -0.19, 0.67], [2.53, 1.03, 2.43], [-0.83, -0.94, 1.35]]
}

=====

Arrangement Q

{
  "formula": "C2H3FO2S",
  "method": "ωB97M-V with the def2-TZVPD basis set",
  "homo_lumo_gap_ev": 8.51,
  "elements": ["O", "H", "C", "O", "C", "F", "H", "S", "H"],
  "xyz": [[2.20, -1.52, -0.51], [-2.61, -0.22, -0.44], [-1.74, 0.27, -0.18], [2.14, 0.87, 0.13], [-0.63, -0.14, 0.27], [-1.93, 1.63, -0.20], [0.16, 0.63, 0.48], [2.82, -0.41, 0.16], [-0.40, -1.12, 0.29]]
}

=====

List of relative energies, unit kcal/mol: arrangement P 0.0; arrangement Q 5.1

=====

Arrangement P

{
  "formula": "C4H10OS",
  "method": "ωB97M-V with the def2-TZVPD basis set",
  "smiles": "OCCCCS",
  "homo_lumo_gap_ev": 9.83,
  "elements": ["H", "S", "H", "H", "C", "H", "C", "H", "H", "H", "H", "C", "H", "C", "O", "H"],
  "xyz": [[-0.18, -0.95, 2.63], [1.34, -0.50, -2.21], [-2.21, 0.00, 0.48], [-1.22, 1.77, 2.27], [0.32, 0.16, -0.82], [2.47, -0.03, -1.62], [0.77, -0.29, 0.62], [1.36, -1.23, 0.64], [1.37, 0.50, 1.05], [-0.78, -1.54, 0.96], [-0.75, -0.06, -0.83], [-0.42, -0.77, 1.59], [0.24, 1.24, -1.04], [-1.67, 0.13, 1.48], [-1.66, 1.63, 1.44], [-2.41, -0.11, 2.14]]
}

=====

Arrangement Q

{
  "formula": "C4H10OS",
  "method": "ωB97M-V with the def2-TZVPD basis set",
  "smiles": "C=CO.CCS",
  "homo_lumo_gap_ev": 9.98,
  "elements": ["C", "H", "H", "H", "H", "C", "C", "H", "H", "H", "C", "H", "O", "H", "H", "S"],
  "xyz": [[-1.21, -0.71, -0.35], [-1.59, -0.45, -1.39], [0.68, 3.14, -0.45], [-0.08, -0.46, -0.37], [-1.93, 1.19, 0.33], [2.35, 1.96, -0.24], [1.78, 3.15, -0.46], [0.72, 0.75, 0.04], [2.36, 4.10, -0.35], [-1.39, 0.29, 1.66], [-1.91, 0.17, 0.69], [-3.12, -0.12, 0.95], [1.74, 0.71, 0.19], [-2.19, -2.53, 0.93], [3.53, 1.97, -0.06], [-1.06, -2.56, -0.04]]
}

=====

Arrangement R

{
  "formula": "C4H10OS",
  "method": "ωB97M-V with the def2-TZVPD basis set",
  "smiles": "C=CO.CSC",
  "homo_lumo_gap_ev": 9.71,
  "elements": ["H", "C", "H", "H", "H", "C", "H", "O", "S", "C", "H", "C", "H", "H", "H", "H"],
  "xyz": [[-0.21, -1.21, -3.58], [-0.12, 0.64, 2.74], [-1.28, 0.15, -3.16], [-0.40, -2.25, -1.17], [-0.57, -1.36, 0.44], [-0.26, -0.22, -3.12], [-1.83, -1.17, -0.81], [2.10, 1.26, 1.93], [0.32, -0.02, -1.43], [-0.77, -1.36, -0.63], [-0.21, -0.02, 1.88], [1.03, 1.32, 2.78], [0.90, 2.34, 3.09], [2.06, 0.43, 1.44], [0.21, 0.54, -3.75], [-0.98, 0.91, 3.35]]
}

=====

List of relative energies, unit kcal/mol: arrangement P 0.0; arrangement Q 24.6; arrangement R 3.1

=====

Arrangement P

{
  "formula": "C4H7N3O",
  "method": "ωB97M-V with the def2-TZVPD basis set",
  "homo_lumo_gap_ev": 10.02,
  "elements": ["H", "H", "N", "H", "H", "O", "H", "H", "C", "C", "N", "N", "C", "H", "C"],
  "xyz": [[-0.71, -0.72, 0.90], [-0.64, 0.45, 2.52], [0.34, -0.22, -1.31], [-2.37, 0.12, -0.15], [-0.64, 1.35, -1.81], [0.76, -2.15, -0.17], [3.01, -0.24, -1.25], [3.17, -1.57, -0.16], [-0.45, 0.77, -0.89], [1.23, -1.20, -0.77], [-0.46, 1.28, 0.39], [2.52, -0.71, -0.55], [-0.83, 0.31, 1.37], [-2.97, 1.62, 1.22], [-1.98, 0.91, 0.66]]
}

=====

Arrangement Q

{
  "formula": "C4H7N3O",
  "method": "ωB97M-V with the def2-TZVPD basis set",
  "smiles": "[H]/N=C1/CN=CN1OC",
  "homo_lumo_gap_ev": 9.71,
  "elements": ["H", "C", "H", "H", "C", "H", "C", "N", "H", "N", "H", "C", "H", "O", "N"],
  "xyz": [[0.58, 2.44, -0.56], [-0.72, 0.86, -0.18], [-0.31, -2.24, -0.72], [2.46, -1.40, 0.63], [-2.07, 0.25, 0.26], [3.17, 0.35, -0.03], [-0.80, -1.37, -0.53], [-2.03, -1.16, -0.15], [-2.14, 0.29, 1.36], [-0.46, 2.05, -0.43], [1.73, 0.26, 1.26], [2.18, -0.33, 0.35], [-2.85, 0.63, -0.26], [1.24, -0.28, -0.73], [0.01, -0.31, -0.26]]
}

=====

List of relative energies, unit kcal/mol: arrangement P 14.0; arrangement Q 0.0

=====

Arrangement P

{
  "formula": "C4H7N3O",
  "method": "ωB97M-V with the def2-TZVPD basis set",
  "smiles": "Cn1cnc(=O)n1C",
  "homo_lumo_gap_ev": 9.03,
  "elements": ["C", "N", "C", "N", "H", "C", "H", "O", "H", "H", "C", "H", "H", "N", "H"],
  "xyz": [[0.53, 0.65, 1.06], [2.14, 0.33, -2.14], [-1.21, -0.75, -1.15], [0.93, 0.18, -0.23], [-1.43, -1.23, -0.23], [2.07, 0.57, -0.82], [1.23, 0.84, 1.77], [0.46, -0.54, -3.52], [-1.47, -1.51, -1.92], [2.81, 0.92, -0.18], [0.90, -0.22, -2.46], [-0.26, -0.01, 1.39], [-0.01, 1.55, 0.89], [0.12, -0.25, -1.29], [-1.91, 0.06, -1.35]]
}

=====

Arrangement Q

{
  "formula": "C4H7N3O",
  "method": "ωB97M-V with the def2-TZVPD basis set",
  "smiles": "[H]/N=N/N=C1/CCCO1",
  "homo_lumo_gap_ev": [7.98, 7.98],
  "elements": ["H", "C", "N", "O", "N", "H", "C", "H", "N", "H", "C", "C", "H", "H", "H"],
  "xyz": [[1.56, -0.21, 1.40], [1.60, -0.26, 0.32], [-3.55, 0.81, 0.54], [-0.08, 0.54, -1.18], [-2.39, 0.49, 0.65], [1.67, 1.39, -1.32], [0.75, -1.40, -0.25], [2.61, -0.38, 0.02], [-1.56, -0.26, 0.30], [0.77, 1.60, 0.27], [1.05, 0.96, -0.51], [-0.45, -0.71, -0.80], [0.60, -2.17, 0.50], [1.30, -1.89, -1.09], [-3.90, 1.50, 1.15]]
}

=====

List of relative energies, unit kcal/mol: arrangement P 0.0; arrangement Q 115.0

=====

Arrangement P

{
  "formula": "C4H7N3O",
  "method": "ωB97M-V with the def2-TZVPD basis set",
  "homo_lumo_gap_ev": 9.15,
  "elements": ["O", "H", "C", "H", "N", "C", "C", "N", "H", "H", "H", "H", "N", "H", "C"],
  "xyz": [[0.57, -1.70, 0.08], [-2.74, 1.21, -0.60], [-0.13, -0.62, -0.04], [-2.50, 0.88, 1.08], [-1.45, -0.81, 0.03], [0.57, 0.63, -0.17], [-2.45, 0.29, 0.24], [1.94, -1.45, 0.00], [-0.01, 1.60, -0.79], [3.71, -0.07, -0.03], [-3.45, -0.19, 0.27], [-2.05, -1.63, -0.09], [3.04, 0.52, 0.43], [3.14, 1.45, -0.30], [1.81, -0.14, -0.09]]
}

=====

Arrangement Q

{
  "formula": "C4H7N3O",
  "method": "ωB97M-V with the def2-TZVPD basis set",
  "homo_lumo_gap_ev": [8.01, 8.01],
  "elements": ["C", "H", "C", "N", "N", "H", "O", "H", "C", "H", "H", "H", "C", "N", "H"],
  "xyz": [[2.06, -2.79, 0.85], [-1.90, 2.63, 0.97], [-1.03, 0.88, 0.11], [1.70, -2.11, -0.15], [-1.22, 1.43, -1.28], [1.66, -2.64, 1.86], [1.04, 0.12, -1.55], [-1.26, 1.35, 2.13], [-1.38, 1.68, 1.11], [-1.56, 2.40, -1.31], [2.77, -3.61, 0.69], [-1.89, 0.83, -1.77], [0.80, -0.29, -0.42], [0.42, -0.97, 0.55], [-0.23, 1.09, -1.79]]
}

=====

Arrangement R

{
  "formula": "C4H7N3O",
  "method": "ωB97M-V with the def2-TZVPD basis set",
  "smiles": "N[C@@H]1N=CCC=[N+]1[O-]",
  "homo_lumo_gap_ev": 9.36,
  "elements": ["H", "O", "N", "H", "C", "C", "H", "N", "H", "H", "H", "C", "H", "N", "C"],
  "xyz": [[-0.75, 0.79, 1.53], [-1.82, -1.38, -0.35], [-0.75, -0.87, 0.01], [-2.79, 0.80, 0.44], [1.71, -0.66, 0.11], [0.47, -1.36, -0.08], [2.57, -1.06, -0.45], [-2.07, 1.26, 0.05], [2.03, -0.66, 1.16], [0.45, -2.40, -0.32], [2.24, 1.39, -0.91], [1.46, 0.71, -0.37], [-2.32, 1.37, -0.96], [0.37, 1.33, -0.26], [-0.79, 0.73, 0.40]]
}

=====

List of relative energies, unit kcal/mol: arrangement P 47.6; arrangement Q 81.9; arrangement R 0.0